[1]
251
Properties=species:S:1:pos:R:3:lowdin_charge:R:1 method="wB97M-V/def2-TZVPD" e_lumo_ev=0.44 total_charge=0 e_tot_ha=-7116.63378 fmax_ev_per_a=4.307
C 2.127 -1.210 -2.480 -0.15
N 2.763 0.013 -2.930 -0.23
C 2.557 1.128 -2.002 -0.07
P 3.802 0.071 -4.278 0.58
O 4.148 1.461 -4.663 -0.28
N 5.075 -1.006 -4.005 -0.31
C 4.853 -2.391 -3.677 -0.12
C 6.383 -0.460 -3.689 -0.11
N 2.944 -0.780 -5.438 -0.31
C 3.606 -1.382 -6.602 -0.10
C 1.575 -0.353 -5.724 -0.11
H 1.062 -1.035 -2.299 0.06
H 2.512 -1.603 -1.531 0.07
H 2.236 -2.010 -3.209 0.09
H 2.541 2.069 -2.551 0.07
H 3.303 1.117 -1.207 0.08
H 1.530 1.103 -1.634 0.05
H 5.811 -2.903 -3.559 0.08
H 4.374 -2.488 -2.700 0.06
H 4.338 -2.958 -4.454 0.08
H 6.482 0.479 -4.238 0.07
H 6.471 -0.200 -2.629 0.08
H 7.135 -1.146 -4.078 0.08
H 4.478 -1.982 -6.363 0.07
H 2.904 -2.033 -7.126 0.08
H 3.772 -0.554 -7.299 0.09
H 0.988 -0.247 -4.813 0.07
H 1.095 -1.041 -6.418 0.08
H 1.573 0.624 -6.223 0.08
C -5.131 3.435 -3.302 -0.11
N -5.803 4.223 -2.286 -0.31
C -6.482 3.451 -1.272 -0.11
P -5.202 5.765 -1.963 0.54
O -4.065 5.765 -1.014 -0.29
N -4.802 6.485 -3.425 -0.31
C -5.691 6.428 -4.607 -0.10
C -3.803 7.556 -3.337 -0.09
N -6.573 6.573 -1.403 -0.30
C -6.391 7.810 -0.693 -0.13
C -7.850 6.415 -2.078 -0.13
H -4.330 2.826 -2.870 0.07
H -4.669 4.089 -4.042 0.06
H -5.825 2.824 -3.883 0.09
H -7.198 2.762 -1.719 0.09
H -7.060 4.115 -0.624 0.08
H -5.790 2.974 -0.572 0.06
H -6.617 5.932 -4.326 0.06
H -5.954 7.441 -4.906 0.09
H -5.213 5.814 -5.370 0.08
H -3.500 7.832 -4.345 0.08
H -4.230 8.416 -2.811 0.07
H -3.009 7.150 -2.712 0.07
H -5.373 7.927 -0.319 0.08
H -6.621 8.698 -1.291 0.08
H -6.974 7.839 0.235 0.08
H -8.644 6.704 -1.380 0.08
H -8.051 5.376 -2.324 0.07
H -8.024 7.076 -2.933 0.08
C 5.143 3.026 5.134 -0.11
N 4.255 2.454 4.138 -0.30
C 2.977 1.955 4.663 -0.11
P 4.497 2.723 2.536 0.52
O 4.575 4.159 2.152 -0.28
N 5.895 1.854 2.164 -0.31
C 6.408 2.093 0.804 -0.08
C 6.424 0.716 2.851 -0.14
N 3.296 1.890 1.713 -0.28
C 3.213 0.448 1.731 -0.12
C 2.463 2.599 0.752 -0.10
H 5.412 2.285 5.889 0.08
H 4.640 3.868 5.621 0.07
H 6.051 3.449 4.709 0.09
H 3.066 0.955 5.097 0.08
H 2.169 1.873 3.939 0.06
H 2.586 2.599 5.454 0.08
H 5.520 2.105 0.158 0.07
H 6.859 3.077 0.699 0.08
H 6.990 1.224 0.507 0.08
H 6.157 -0.233 2.356 0.07
H 7.515 0.779 2.862 0.08
H 6.044 0.537 3.858 0.07
H 3.654 -0.091 2.572 0.07
H 2.190 0.076 1.669 0.06
H 3.777 0.049 0.878 0.08
H 3.025 3.371 0.225 0.06
H 1.689 3.152 1.306 0.07
H 1.939 1.923 0.080 0.05
C 2.393 5.853 3.775 -0.13
N 1.374 6.414 4.662 -0.30
C 1.892 7.218 5.758 -0.12
P -0.113 6.860 3.983 0.55
O -1.169 7.217 4.966 -0.29
N 0.311 8.148 2.940 -0.30
C 0.098 9.505 3.402 -0.12
C 1.275 8.023 1.845 -0.11
N -0.491 5.551 3.038 -0.29
C -0.590 4.262 3.701 -0.10
C -1.601 5.722 2.095 -0.10
H 1.952 5.336 2.926 0.06
H 2.900 5.076 4.355 0.06
H 3.115 6.600 3.446 0.08
H 2.597 6.600 6.315 0.08
H 1.111 7.480 6.477 0.08
H 2.316 8.201 5.527 0.08
H 0.242 10.229 2.599 0.08
H -0.878 9.629 3.868 0.08
H 0.831 9.771 4.177 0.07
H 0.871 8.647 1.047 0.09
H 2.270 8.317 2.188 0.08
H 1.372 7.006 1.474 0.05
H -0.714 3.435 3.002 0.08
H 0.316 4.052 4.275 0.07
H -1.418 4.310 4.419 0.07
H -2.534 6.062 2.554 0.09
H -1.860 4.845 1.502 0.07
H -1.372 6.482 1.345 0.07
C 5.949 -6.624 0.781 -0.14
N 5.125 -5.883 -0.157 -0.30
C 5.885 -5.158 -1.166 -0.11
P 3.560 -5.396 0.259 0.58
O 2.906 -4.757 -0.925 -0.30
N 2.763 -6.795 0.817 -0.28
C 1.481 -6.550 1.513 -0.11
C 2.703 -7.948 -0.083 -0.11
N 3.728 -4.356 1.589 -0.29
C 4.119 -2.945 1.309 -0.07
C 4.124 -4.860 2.902 -0.11
H 6.715 -6.013 1.276 0.08
H 6.521 -7.413 0.286 0.08
H 5.329 -7.054 1.565 0.07
H 5.241 -4.512 -1.757 0.05
H 6.354 -5.858 -1.866 0.08
H 6.709 -4.633 -0.673 0.08
H 1.635 -6.151 2.517 0.05
H 0.925 -5.782 0.971 0.06
H 0.886 -7.453 1.594 0.08
H 2.380 -7.746 -1.107 0.07
H 3.668 -8.456 -0.028 0.07
H 2.000 -8.717 0.242 0.06
H 4.912 -2.954 0.560 0.07
H 3.222 -2.517 0.863 0.06
H 4.378 -2.493 2.261 0.07
H 3.888 -4.108 3.653 0.08
H 5.187 -5.115 2.888 0.07
H 3.558 -5.764 3.126 0.06
C -2.378 -3.541 1.025 -0.12
N -2.151 -2.591 2.104 -0.28
C -3.203 -1.613 2.299 -0.12
P -1.059 -3.070 3.320 0.57
O 0.050 -3.951 2.893 -0.27
N -0.492 -1.649 4.061 -0.29
C 0.172 -0.702 3.175 -0.12
C 0.323 -1.909 5.242 -0.11
N -2.069 -3.689 4.515 -0.31
C -2.319 -5.122 4.599 -0.10
C -2.901 -2.811 5.356 -0.11
H -2.714 -3.039 0.113 0.07
H -2.945 -4.455 1.220 0.07
H -1.432 -3.927 0.629 0.06
H -4.043 -2.087 2.822 0.09
H -3.609 -1.236 1.360 0.08
H -2.760 -0.789 2.859 0.06
H 0.475 0.202 3.711 0.07
H 1.169 -1.078 2.898 0.06
H -0.408 -0.504 2.275 0.07
H 1.202 -2.526 5.008 0.08
H 0.776 -1.005 5.653 0.08
H -0.277 -2.427 5.987 0.07
H -3.148 -5.366 3.917 0.07
H -1.424 -5.647 4.276 0.07
H -2.755 -5.452 5.542 0.08
H -2.924 -1.803 4.946 0.06
H -2.505 -2.813 6.370 0.08
H -3.959 -3.082 5.310 0.08
C 0.302 -6.370 -3.024 -0.10
N -1.160 -6.364 -2.914 -0.30
C -1.761 -5.098 -3.316 -0.10
P -1.843 -7.283 -1.704 0.57
O -1.423 -6.833 -0.344 -0.29
N -3.524 -7.181 -2.045 -0.30
C -4.161 -7.934 -3.103 -0.12
C -4.344 -6.107 -1.490 -0.11
N -1.282 -8.818 -2.112 -0.30
C -1.214 -9.328 -3.474 -0.12
C -0.844 -9.753 -1.079 -0.10
H 0.627 -5.930 -3.966 0.09
H 0.729 -7.362 -2.899 0.06
H 0.694 -5.726 -2.228 0.07
H -1.478 -4.842 -4.341 0.09
H -1.405 -4.258 -2.713 0.08
H -2.834 -5.243 -3.393 0.05
H -3.722 -8.918 -3.262 0.06
H -5.209 -8.128 -2.876 0.09
H -3.987 -7.418 -4.057 0.08
H -3.912 -5.785 -0.544 0.06
H -4.618 -5.293 -2.167 0.07
H -5.321 -6.511 -1.198 0.08
H -1.935 -8.835 -4.117 0.06
H -0.233 -9.147 -3.929 0.08
H -1.322 -10.414 -3.466 0.08
H -1.310 -9.493 -0.125 0.08
H 0.225 -9.711 -0.868 0.06
H -1.216 -10.763 -1.248 0.08
C -3.953 3.875 5.909 -0.02
O -4.135 3.778 4.500 -0.01
C -3.924 2.688 3.812 -0.65
O -3.484 1.680 4.326 0.10
O -4.163 2.881 2.524 0.01
C -3.956 1.747 1.676 -0.02
H -4.480 2.981 6.265 0.10
H -4.451 4.714 6.380 0.10
H -2.889 3.773 6.108 0.09
H -2.868 1.767 1.587 0.08
H -4.432 1.982 0.729 0.08
H -4.343 0.815 2.076 0.08
C 0.551 -1.939 -0.641 -0.01
O 0.613 -0.530 -0.949 -0.12
C -0.530 0.148 -0.953 -0.57
O -1.640 -0.237 -0.698 0.12
O -0.255 1.440 -1.172 -0.02
C -1.340 2.332 -0.996 -0.01
H -0.396 -2.362 -0.970 0.09
H 0.671 -2.098 0.431 0.10
H 1.383 -2.398 -1.171 0.05
H -1.121 3.332 -1.362 0.08
H -1.648 2.338 0.047 0.08
H -2.222 2.094 -1.599 0.09
C -6.320 -4.665 -4.736 -0.05
O -6.027 -3.423 -4.107 0.00
C -4.792 -2.935 -4.255 -0.64
O -3.973 -3.462 -4.972 0.10
O -4.565 -1.984 -3.395 0.03
C -3.191 -1.591 -3.186 -0.01
H -5.590 -5.449 -4.525 0.07
H -6.493 -4.557 -5.802 0.10
H -7.205 -5.061 -4.237 0.10
H -2.624 -1.432 -4.097 0.10
H -2.777 -2.252 -2.428 0.08
H -3.210 -0.642 -2.650 0.08
C 3.005 4.128 -4.517 -0.03
O 1.979 4.879 -3.848 0.01
C 1.985 4.956 -2.535 -0.62
O 2.779 4.416 -1.814 0.10
O 0.908 5.645 -2.156 0.02
C 0.507 5.471 -0.790 -0.02
H 2.638 3.119 -4.682 0.06
H 3.837 3.999 -3.827 0.09
H 3.264 4.627 -5.443 0.10
H 0.359 6.432 -0.312 0.07
H 1.303 4.992 -0.213 0.08
H -0.337 4.789 -0.815 0.06

[2]
245
Properties=species:S:1:pos:R:3:lowdin_charge:R:1 method="wB97M-V/def2-TZVPD" e_lumo_ev=0.27 total_charge=0 e_tot_ha=-6474.67345 fmax_ev_per_a=5.599
C 3.901 -7.095 3.347 -0.10
N 4.982 -6.842 4.354 -0.30
C 6.015 -5.984 3.812 -0.15
P 4.918 -7.799 5.840 0.63
O 3.520 -8.109 6.286 -0.31
N 5.735 -9.267 5.360 -0.32
C 7.065 -9.304 4.741 -0.13
C 4.911 -10.482 5.082 -0.10
N 5.955 -7.032 6.923 -0.30
C 6.310 -7.764 8.179 -0.09
C 5.872 -5.605 7.130 -0.13
H 3.936 -6.293 2.609 0.08
H 2.906 -7.165 3.786 0.07
H 4.109 -8.074 2.917 0.07
H 6.910 -6.308 4.343 0.06
H 5.851 -4.920 3.983 0.07
H 6.136 -6.197 2.750 0.08
H 6.911 -9.099 3.682 0.07
H 7.588 -8.377 4.975 0.06
H 7.656 -10.219 4.776 0.08
H 5.474 -11.334 5.463 0.07
H 4.014 -10.385 5.694 0.07
H 4.754 -10.499 4.003 0.07
H 5.485 -8.171 8.762 0.08
H 6.924 -8.617 7.889 0.07
H 6.805 -7.084 8.873 0.07
H 6.121 -5.129 6.182 0.05
H 6.593 -5.197 7.837 0.08
H 4.883 -5.259 7.433 0.09
C -0.290 -7.217 -7.164 -0.13
N -1.197 -7.723 -8.225 -0.30
C -1.593 -9.152 -8.158 -0.10
P -0.971 -7.068 -9.843 0.59
O -2.118 -7.347 -10.756 -0.30
N -0.723 -5.390 -9.560 -0.30
C 0.165 -4.560 -10.425 -0.11
C -1.907 -4.633 -9.013 -0.09
N 0.560 -7.592 -10.367 -0.32
C 1.764 -7.493 -9.606 -0.15
C 0.697 -8.253 -11.719 -0.07
H 0.619 -7.819 -7.150 0.06
H -0.824 -7.302 -6.217 0.08
H -0.039 -6.187 -7.419 0.06
H -0.761 -9.619 -8.685 0.06
H -2.504 -9.425 -8.689 0.08
H -1.488 -9.498 -7.130 0.08
H 1.150 -4.952 -10.677 0.06
H -0.321 -4.480 -11.397 0.07
H 0.244 -3.490 -10.232 0.08
H -1.789 -4.392 -7.957 0.07
H -2.005 -3.687 -9.545 0.07
H -2.779 -5.263 -9.189 0.07
H 1.632 -6.786 -8.786 0.07
H 2.042 -8.477 -9.228 0.08
H 2.593 -7.214 -10.256 0.08
H 1.483 -7.758 -12.290 0.07
H -0.256 -8.225 -12.247 0.07
H 1.031 -9.281 -11.578 0.07
C 0.149 -0.914 -1.918 -0.11
N 1.255 0.006 -1.730 -0.33
C 2.522 -0.602 -2.093 -0.14
P 1.258 1.446 -0.749 0.59
O 2.535 2.185 -0.614 -0.29
N 0.151 2.427 -1.571 -0.32
C -0.409 3.595 -0.909 -0.11
C 0.324 2.596 -3.059 -0.09
N 0.472 0.817 0.622 -0.32
C -0.945 0.726 0.643 -0.16
C 1.251 0.178 1.664 -0.10
H -0.716 -0.279 -2.111 0.07
H 0.051 -1.407 -0.951 0.08
H 0.279 -1.557 -2.789 0.08
H 2.491 -1.140 -3.041 0.08
H 3.002 -1.130 -1.269 0.07
H 3.226 0.222 -2.211 0.07
H -1.229 3.840 -1.584 0.08
H -0.906 3.380 0.037 0.07
H 0.253 4.461 -0.933 0.08
H 1.101 3.332 -3.265 0.07
H 0.662 1.669 -3.521 0.07
H -0.500 3.104 -3.561 0.08
H -1.384 1.468 1.309 0.08
H -1.375 0.890 -0.345 0.07
H -1.212 -0.259 1.027 0.08
H 1.652 0.903 2.372 0.08
H 2.133 -0.367 1.329 0.08
H 0.561 -0.536 2.114 0.08
C -3.878 12.250 -3.125 -0.15
N -3.970 11.044 -3.931 -0.29
C -4.447 9.872 -3.028 -0.08
P -3.336 10.781 -5.554 0.68
O -3.698 9.454 -6.065 -0.30
N -3.801 12.222 -6.540 -0.33
C -4.366 12.128 -7.866 -0.13
C -3.295 13.521 -6.200 -0.14
N -1.594 10.990 -5.390 -0.31
C -0.812 10.875 -6.569 -0.17
C -0.851 10.523 -4.177 -0.11
H -4.076 12.150 -2.058 0.08
H -4.513 13.059 -3.487 0.06
H -2.846 12.601 -3.160 0.07
H -5.448 10.181 -2.727 0.07
H -3.821 9.790 -2.140 0.07
H -4.558 8.898 -3.505 0.07
H -3.643 12.431 -8.624 0.08
H -4.646 11.091 -8.048 0.07
H -5.308 12.665 -7.759 0.09
H -3.782 13.943 -5.321 0.06
H -2.208 13.462 -6.257 0.08
H -3.714 14.236 -6.908 0.08
H 0.257 11.083 -6.523 0.08
H -0.844 9.864 -6.977 0.08
H -1.242 11.559 -7.300 0.07
H 0.038 11.090 -3.899 0.08
H -0.547 9.479 -4.254 0.07
H -1.490 10.370 -3.308 0.06
C -3.664 10.393 5.602 -0.21
N -3.490 9.254 4.777 -0.31
C -2.185 9.244 4.057 -0.08
P -4.403 7.749 5.059 0.61
O -4.525 6.826 3.933 -0.28
N -3.746 7.211 6.530 -0.31
C -3.411 5.815 6.855 -0.12
C -3.595 8.006 7.735 -0.13
N -5.921 8.363 5.577 -0.31
C -6.872 7.535 6.358 -0.11
C -6.607 9.398 4.802 -0.12
H -3.741 11.325 5.042 0.08
H -2.847 10.528 6.310 0.07
H -4.562 10.425 6.219 0.07
H -1.571 8.759 4.816 0.07
H -1.858 10.270 3.883 0.08
H -2.183 8.663 3.135 0.08
H -3.395 5.136 6.003 0.08
H -2.382 5.825 7.216 0.08
H -4.106 5.407 7.588 0.08
H -3.569 7.502 8.701 0.09
H -2.706 8.623 7.605 0.07
H -4.418 8.697 7.917 0.07
H -7.695 7.235 5.709 0.08
H -6.464 6.569 6.655 0.07
H -7.135 7.962 7.325 0.08
H -6.932 9.062 3.817 0.08
H -5.934 10.252 4.716 0.05
H -7.530 9.697 5.298 0.08
C -5.635 -1.664 11.020 -0.10
N -4.936 -2.849 11.580 -0.30
C -5.246 -4.143 10.933 -0.12
P -3.421 -2.566 12.412 0.63
O -3.311 -1.223 13.043 -0.30
N -3.289 -3.991 13.406 -0.33
C -4.426 -4.483 14.185 -0.11
C -2.019 -4.461 13.770 -0.14
N -2.358 -2.758 11.113 -0.31
C -2.114 -4.000 10.470 -0.16
C -1.982 -1.536 10.391 -0.11
H -6.529 -2.022 10.510 0.07
H -4.970 -1.224 10.277 0.06
H -5.783 -0.930 11.812 0.08
H -5.153 -4.985 11.620 0.06
H -4.552 -4.461 10.154 0.05
H -6.270 -4.275 10.583 0.08
H -4.537 -5.555 14.021 0.08
H -4.291 -4.300 15.251 0.08
H -5.325 -3.968 13.847 0.07
H -1.394 -4.528 12.880 0.06
H -1.546 -3.805 14.500 0.09
H -2.146 -5.504 14.062 0.09
H -2.528 -3.953 9.462 0.08
H -1.037 -4.122 10.356 0.09
H -2.529 -4.911 10.902 0.08
H -2.723 -1.217 9.658 0.07
H -1.110 -1.600 9.740 0.08
H -1.813 -0.661 11.018 0.08
C 7.962 2.990 -6.631 -0.11
N 8.903 1.895 -7.058 -0.30
C 9.155 0.884 -6.027 -0.13
P 8.672 1.289 -8.697 0.62
O 9.562 0.123 -9.000 -0.32
N 7.000 0.803 -8.777 -0.31
C 6.599 -0.617 -8.712 -0.10
C 5.949 1.763 -9.062 -0.15
N 8.863 2.575 -9.826 -0.31
C 10.011 3.507 -9.598 -0.11
C 8.526 2.320 -11.282 -0.08
H 7.846 3.748 -7.406 0.06
H 8.255 3.505 -5.716 0.08
H 6.976 2.532 -6.554 0.06
H 9.349 -0.118 -6.412 0.07
H 8.266 0.796 -5.402 0.07
H 9.939 1.203 -5.340 0.08
H 5.535 -0.795 -8.554 0.08
H 6.744 -0.953 -9.739 0.07
H 7.319 -1.218 -8.157 0.07
H 5.376 1.924 -8.148 0.06
H 6.287 2.736 -9.420 0.07
H 5.188 1.281 -9.676 0.07
H 10.025 4.365 -10.270 0.08
H 10.132 3.706 -8.533 0.06
H 10.879 2.934 -9.924 0.08
H 9.153 1.474 -11.561 0.08
H 8.688 3.188 -11.921 0.08
H 7.507 1.969 -11.447 0.06
C -6.693 -6.355 3.150 -0.03
C -6.997 -6.981 1.775 -0.46
C -8.553 -7.055 1.512 -0.02
C -6.383 -5.971 0.754 -0.15
C -4.836 -6.093 0.653 -0.17
C -4.459 -7.561 0.268 -0.13
C -4.974 -8.603 1.310 -0.43
C -4.957 -9.987 0.572 -0.04
C -4.001 -8.589 2.553 -0.03
N -6.443 -8.333 1.591 -0.18
O -7.038 -9.263 2.307 0.00
H -7.303 -6.840 3.911 0.08
H -5.656 -6.503 3.450 0.06
H -6.930 -5.291 3.176 0.08
H -9.078 -7.387 2.407 0.07
H -8.939 -6.073 1.239 0.08
H -8.828 -7.694 0.672 0.08
H -6.744 -6.133 -0.262 0.11
H -6.544 -4.904 0.908 0.11
H -4.470 -5.413 -0.116 0.10
H -4.410 -5.721 1.585 0.10
H -3.383 -7.707 0.176 0.11
H -4.928 -7.682 -0.709 0.11
H -5.445 -10.834 1.056 0.07
H -3.979 -10.296 0.205 0.08
H -5.547 -9.906 -0.341 0.07
H -2.966 -8.829 2.309 0.08
H -4.402 -9.255 3.317 0.08
H -3.929 -7.651 3.103 0.06
H -7.616 -9.683 1.666 0.11
C 6.005 7.861 -1.594 -0.06
N 7.319 7.840 -0.969 -0.19
C 8.310 8.696 -1.630 -0.05
C 7.551 7.237 0.226 -0.32
O 8.566 7.301 0.946 -0.01
H 5.740 8.901 -1.786 0.09
H 5.254 7.364 -0.979 0.08
H 6.005 7.319 -2.540 0.09
H 8.664 8.229 -2.550 0.09
H 7.993 9.735 -1.726 0.09
H 9.297 8.756 -1.173 0.08
H 6.616 6.736 0.521 0.13

Number 1: Kohn-Sham gap 8.30 eV. Number 2: Kohn-Sham gap 8.26 eV.